[1]
Molecular formula: C37H49BiN5O3PTe
Method: DFT, ωB97M-V/def2-TZVPD

Values from the calculation:
Kohn-Sham gap = 7.54 eV
Energy relative to the best compared isomer or geometry (same formula, charge and spin) = 27.70 kJ/mol

Geometry as ORCA input:
```
! RIJCOSX wB97M-V def2-TZVPD def2/J DEFGRID3
* xyz 0 1
Bi 0.57567 -0.65510 0.02218
Te -4.43713 1.53123 -0.52285
P -2.52980 1.08235 0.71569
O -1.60341 0.02646 0.13497
O -2.78087 0.58975 2.25922
O -1.59055 2.39152 0.94583
N 0.50122 -2.10207 -3.19571
N 2.95438 -0.10627 -0.53897
N 3.19876 1.03971 -1.18786
N 1.82786 -1.97469 -3.03993
N 0.53676 0.58132 -1.79018
C 0.96292 0.82289 1.68682
C 2.30187 -3.21025 -3.03873
C -3.96799 0.94924 2.98372
C 0.13590 -3.40266 -3.30577
C -0.20152 0.29939 -2.94476
C 1.47282 0.79147 4.13939
C 0.08618 3.01021 -1.46370
C 2.33156 -4.50830 1.62070
C 4.42690 1.02777 -1.74311
C 0.91262 -4.00398 1.63124
C -1.35331 -1.91347 3.86559
C 0.45942 -3.20384 2.67476
C -1.72310 -3.11501 1.69525
C -0.32239 -0.98689 -3.52707
C -0.84939 1.32303 -3.65665
C -0.85589 -2.75507 2.72197
C 0.56801 4.26966 -1.14949
C 0.01728 -4.36567 0.63353
C -2.86088 -0.48259 -6.32921
C -1.30390 -3.93098 0.65179
C 2.28277 2.12534 -1.18778
C 2.75440 3.38346 -0.84539
C 3.36981 0.92430 2.52718
C -1.17617 -1.20305 -4.60568
C 5.00951 -0.17971 -1.42899
C 2.41990 5.84363 -0.45509
C 4.04196 -0.85040 -0.67458
C -1.91440 -0.19419 -5.19516
C 1.90482 4.48098 -0.83524
C -2.78574 4.37121 1.78835
C 0.93371 1.90385 -1.50853
C -4.88144 -0.24854 3.15485
C -2.28127 -4.36449 -0.40735
C 1.96658 0.36027 2.75553
C -1.70682 3.32355 2.01004
C -1.69082 1.08916 -4.72545
C 1.27944 -4.15528 -3.21799
H -3.72790 -1.04279 -5.97358
H -2.73130 5.11494 2.58558
H -3.21748 0.44327 -6.77825
H 1.14020 -2.94334 3.48008
H 1.20723 1.81364 1.30159
H -1.22036 -2.19507 -5.03895
H 4.78579 1.85751 -2.32718
H 2.02361 -0.73740 2.74619
H -1.86822 2.79903 2.95699
H -5.75101 0.03944 3.74710
H -2.18892 1.92738 -5.19824
H -1.48698 -0.87979 3.54234
H 3.36140 -3.37914 -2.92964
H 3.20809 6.16407 -1.13873
H 5.98805 -0.52851 -1.70758
H 2.15897 0.45226 4.91901
H 1.36328 -5.22669 -3.28049
H 1.62290 6.58478 -0.48139
H 4.09098 -1.82602 -0.21877
H -0.65602 -1.93145 4.70341
H 3.01785 -3.75666 2.01506
H -2.75033 -2.76508 1.72372
H -1.78579 -4.94849 -1.18122
H -2.63526 4.87118 0.83108
H -0.97119 2.86766 -1.62956
H 2.64587 -4.77645 0.61154
H -2.32184 -2.27923 4.20846
H -0.89040 -3.69700 -3.43568
H -5.21864 -0.59300 2.17695
H -3.06144 -4.98727 0.03424
H 3.79703 3.50475 -0.57083
H -0.11905 5.10802 -1.12426
H -4.35684 -1.06122 3.65870
H -0.73082 3.81289 2.06563
H -3.77974 3.92803 1.78777
H 3.32682 2.01614 2.47921
H 0.35663 -5.00152 -0.17170
H 3.80596 0.56188 1.59920
H -0.02650 0.87587 2.13716
H -3.64822 1.33624 3.95548
H -2.37592 -1.07739 -7.10509
H 2.84088 5.83037 0.55190
H 4.02955 0.64946 3.35297
H 1.40504 1.88130 4.18536
H -4.50986 1.73567 2.45540
H -0.70283 2.34510 -3.35440
H 0.48464 0.37851 4.34966
H 2.42082 -5.39681 2.24958
H -2.76499 -3.49834 -0.86319
*
```

=====

[2]
Molecular formula: C37H49N6O2Si3V
Method: DFT, ωB97M-V/def2-TZVPD

Values from the calculation:
Kohn-Sham gap (alpha / beta) = 3.72 / 5.96 eV

Geometry as ORCA input:
```
! RIJCOSX wB97M-V def2-TZVPD def2/J DEFGRID3
* xyz -1 4
V 0.26364 1.30290 -0.20171
Si -2.81008 -0.47100 -0.70975
Si -2.42045 1.33125 1.82107
Si -2.44979 2.50473 -1.01095
O 0.45373 0.88344 -2.00740
O 0.73579 1.53426 1.67146
N 2.21508 -7.36866 -3.31135
N 0.05938 -7.14921 -4.33625
N 2.91449 1.09581 1.15211
N 2.31699 0.97231 -0.12129
N 1.05126 -2.30178 -0.72074
N 0.15136 3.31367 -0.40686
C -2.89250 -1.93705 0.45588
C 4.59794 0.42901 -0.78777
C 0.50850 -6.09942 -2.22851
C -2.07863 -1.11356 -2.30362
C 2.08235 -3.75303 1.41066
C 2.16488 -4.30161 0.11072
C 3.61700 1.39432 3.90364
C 1.98651 1.38433 2.00088
C -1.18034 5.18415 -0.95486
C -4.04235 3.43871 -0.64657
C -1.97705 1.06749 0.01629
C 0.96853 0.40192 -4.25491
C -4.62146 -0.10413 -1.12115
C -1.63098 0.14645 3.04339
C 3.14600 0.67353 -1.08063
C -4.26882 1.14166 2.16703
C 1.47193 -2.53532 1.62390
C 2.83115 -5.53351 -0.13070
C 1.65190 2.35282 5.62245
C 1.41273 0.60721 -2.84241
C 0.94498 -1.85842 0.53220
C 2.93332 2.11484 6.09376
C 1.31877 -7.58323 -4.24634
C 2.80941 -6.38806 -1.23388
C -2.45321 2.28627 -2.87458
C 1.34860 2.10975 4.28882
C -0.31285 -6.40985 -3.27149
C 1.20405 4.11056 -0.19472
C 2.33171 1.63289 3.42772
C 1.85305 -6.57531 -2.24948
C -0.09720 6.01799 -0.74938
C -2.02623 3.08493 2.41613
C 1.11851 5.47866 -0.35890
C 1.63782 -3.46805 -0.91621
C 2.71037 0.51951 -2.43458
C 3.91431 1.63573 5.23400
C -1.05156 3.80769 -0.77010
H -0.19759 7.08776 -0.88517
H -1.81483 -0.89007 2.78366
H 4.69127 -0.47007 -0.17630
H -2.08178 0.32383 4.02430
H 5.15522 0.29465 -1.71178
H -4.88649 1.75680 1.51772
H -4.74761 0.67892 -1.86496
H 3.16948 2.29676 7.13423
H -3.52275 -1.76502 1.32516
H -2.60159 -2.04540 -2.54040
H 4.91209 1.44165 5.60450
H 1.80009 0.12550 -4.90014
H -2.22117 -0.42791 -3.13618
H 4.36690 1.01359 3.22455
H -4.04628 3.94073 0.31618
H -1.56112 1.77900 -3.23085
H 0.13412 -5.52754 -1.39355
H 1.98653 6.09600 -0.17807
H 0.21232 -0.38253 -4.28181
H -5.07243 -1.00949 -1.53161
H -4.87588 2.73671 -0.65656
H -2.02966 3.08602 3.50995
H 3.52760 -5.81405 0.65452
H 1.65371 -8.20935 -5.07111
H 0.88223 2.72023 6.28876
H 1.39792 -2.10890 2.61523
H -2.78866 3.79600 2.09988
H -4.23375 4.18233 -1.42147
H -2.14074 5.58606 -1.24419
H 2.12223 3.62294 0.11305
H -1.34095 -6.06013 -3.26757
H -1.90963 -2.25566 0.79190
H 3.63490 -7.08856 -1.30582
H -1.05560 3.45322 2.09477
H 5.01991 1.24495 -0.20326
H -4.60255 0.11086 2.06491
H -5.19352 0.18249 -0.23896
H 3.46110 0.26322 -3.16900
H -1.02750 -1.35876 -2.20355
H 2.49933 -4.31055 2.24204
H 1.74151 -3.78428 -1.94642
H -3.32700 -2.76734 -0.10515
H -2.49667 3.27956 -3.32815
H 0.47559 -0.87870 0.68369
H 0.35578 2.28214 3.90520
H -4.46391 1.44497 3.19784
H -3.32085 1.72698 -3.21733
H 0.50718 1.31675 -4.63199
H -0.55905 0.27603 3.13434
*
```

=====

[3]
Molecular formula: C37H50ClIrN2
Method: DFT, ωB97M-V/def2-TZVPD

Values from the calculation:
Kohn-Sham gap (alpha / beta) = 6.11 / 6.49 eV
Energy relative to the best compared isomer or geometry (same formula, charge and spin) = 0.00 kJ/mol

Geometry as ORCA input:
```
! RIJCOSX wB97M-V def2-TZVPD def2/J DEFGRID3
* xyz -1 2
Ir 0.30038 -0.66537 -0.56889
Cl 3.65312 0.02812 -0.15747
N 0.54413 -2.11517 1.01842
N -1.59401 -1.73915 -0.49062
C -1.13638 -3.31589 -2.93191
C 1.83419 0.39232 0.24238
C -3.87379 -0.89157 -0.16839
C 1.50355 4.65802 -0.67996
C 0.26880 4.76668 -0.06472
C 1.15251 -1.42229 3.90110
C -3.93140 -1.40503 2.29571
C -2.31283 -2.43290 -3.34676
C 3.95744 -3.48717 1.34666
C -0.44686 2.77249 -1.20508
C -5.19208 -0.80429 -0.62092
C -3.28195 -1.96413 -2.27499
C 1.02929 1.48326 -2.78070
C -2.30283 0.33279 1.52278
C 3.37297 -2.42845 3.40681
C -2.91159 -1.49573 -0.99582
C 4.29717 -3.10674 2.63193
C -5.57522 -1.30594 -1.84777
C -1.53875 -2.83155 0.28985
C 2.10747 -2.10077 2.92364
C 0.79760 2.64613 -1.82695
C 2.04109 -5.12759 -0.59826
C 0.13823 1.73562 -4.01924
C -4.61364 -1.87450 -2.66485
C 2.71613 -3.17095 0.81107
C -3.64101 -0.33693 1.23319
C 0.62245 0.12672 -2.20281
C -1.83682 -1.15775 -4.07166
C 3.43435 -3.30363 -1.62452
C -0.71020 3.81596 -0.33578
C -0.38533 -3.06148 1.02796
C 1.79593 -2.45904 1.60256
C -0.15631 -2.18341 4.13336
C 1.76318 3.60782 -1.55582
C 0.86418 0.04448 3.58325
C 2.47607 1.39163 -3.27835
C 2.35685 -3.62946 -0.59147
H -0.25150 -3.96943 1.60902
H -0.92134 1.72954 -3.76422
H 2.56897 0.52389 -3.93499
H -2.63903 -0.73011 -4.67632
H -1.67758 3.88126 0.14820
H -3.17353 -2.18870 2.25825
H -0.83901 -2.08172 3.29174
H -1.45889 -4.15027 -2.30561
H 0.68057 -0.58023 -3.05511
H -2.37926 0.88883 2.46190
H 3.63023 -2.14784 4.42257
H 3.08726 -3.60411 -2.61709
H 1.81166 1.46569 0.07504
H 1.23635 -5.36840 0.09816
H -1.50251 -0.39640 1.63531
H -0.38030 -2.75822 -2.37964
H 5.27513 -3.34317 3.03350
H 0.02812 -3.24744 4.29689
H 1.87637 0.22775 1.31472
H -2.91584 -3.01826 -4.04923
H 1.46289 -3.08018 -0.89326
H -6.60700 -1.24482 -2.17158
H 3.64061 -2.23438 -1.63651
H -3.90800 -0.96353 3.29540
H 2.74401 2.28113 -3.85681
H 2.74644 3.52624 -1.99945
H 3.18043 1.26523 -2.45830
H -0.67427 -3.72659 -3.83363
H -1.19495 2.00819 -1.37842
H 4.67541 -4.02919 0.74236
H 2.28115 5.38335 -0.47146
H -1.99975 1.02241 0.73367
H -0.97282 -1.36244 -4.70690
H -4.89137 -2.24966 -3.64431
H 0.06908 5.57710 0.62565
H 0.22466 0.47268 4.36023
H 4.36801 -3.83835 -1.42796
H -0.65770 -1.78395 5.01914
H 0.31277 0.96460 -4.77276
H -2.39258 -3.50274 0.35433
H -5.92894 -0.33700 0.02396
H 1.78620 0.62596 3.53972
H 0.35136 0.14769 2.62824
H 2.92193 -5.70881 -0.30885
H -1.55915 -0.43148 -3.31193
H 1.73464 -5.44889 -1.59683
H -4.90907 -1.86705 2.14362
H 0.38162 2.70907 -4.45349
H -4.40497 0.44092 1.34296
H 1.68676 -1.43730 4.85700
*
```

=====

[4]
Molecular formula: C37H50InN5O7PTe
Method: DFT, ωB97M-V/def2-TZVPD

Values from the calculation:
Kohn-Sham gap = 6.74 eV
Energy relative to the best compared isomer or geometry (same formula, charge and spin) = 40.80 kJ/mol

Geometry as ORCA input:
```
! RIJCOSX wB97M-V def2-TZVPD def2/J DEFGRID3
* xyz -1 1
Te -0.44178 1.28443 2.25417
In -0.32616 0.92460 -0.47585
P -0.46536 -1.94559 -2.24830
O 2.91536 2.95146 0.50790
O 1.63256 1.81917 -0.81829
O -3.28321 -0.34662 1.11413
O 0.98633 3.73878 -0.04765
O -1.85489 3.61858 -3.39034
O -4.34178 0.99088 2.56021
O -0.78112 1.98498 -2.30074
N 2.22634 -1.02743 1.20155
N -2.74921 1.92383 -0.45283
N -0.27272 -1.02215 -1.01531
N 1.85815 2.87468 -0.09252
N -0.10866 -2.16658 2.01973
C -0.20613 4.29939 2.79766
C -1.69446 2.86419 -2.44159
C 3.48097 -3.22242 3.92173
C 1.07975 -3.42381 3.69112
C 1.04477 -2.52555 2.64071
C 4.67085 -1.68363 2.36628
C -2.73173 2.92453 -1.32354
C 2.29060 -3.76045 4.32295
C 2.19255 6.69212 4.53638
C -2.17860 -1.80713 -3.07137
C 0.99767 -0.13559 -3.80027
C -3.63105 3.98858 -1.26649
C 0.99267 -3.78423 -0.71108
C -3.72482 0.73316 1.39127
C 3.33788 -0.47892 0.78577
C 0.57379 -2.32339 -4.94025
C -3.21467 -1.53150 -1.97065
C 3.48971 -2.29540 2.84947
C 0.35157 5.44910 3.34294
C -0.08274 -4.82965 -2.68940
C -3.68267 1.92994 0.50025
C -4.56758 4.00846 -0.25700
C 0.83655 -1.64863 -3.59014
C 4.60042 -0.78740 1.34273
C 2.62059 1.82182 3.58789
C 2.26721 4.22895 4.04160
C -1.52741 4.40702 2.08905
C 1.74888 3.05004 3.50683
C -2.64048 -3.01408 -3.89373
C -1.46752 -4.06644 -0.76493
C 2.20044 -2.12847 -3.07054
C 2.28535 -1.93329 2.21234
C -0.24378 -3.73097 -1.63307
C 1.58869 5.43250 3.97294
C -2.20927 -0.57270 -3.98453
C -4.60265 2.95019 0.64482
C 0.49172 3.08685 2.89319
H 2.26981 -4.46644 5.14507
H -1.93312 -3.29142 -4.67554
H 3.24562 4.19511 4.51321
H 5.61965 -1.93460 2.82806
H -1.42856 4.05960 1.05815
H 1.30600 0.35794 -2.88025
H -4.14785 -1.21128 -2.44562
H -0.28571 -1.90331 -5.45961
H -1.83977 0.31573 -3.47817
H 3.24482 0.26965 0.00616
H -0.07904 -1.69737 1.11738
H -2.35230 -4.27286 -1.36559
H -0.04366 -5.79496 -2.17333
H -5.26875 4.82796 -0.16539
H -0.90196 -4.87212 -3.40379
H -4.25321 0.18708 3.09183
H 3.45348 1.92696 2.88947
H 5.48680 -0.29888 0.95953
H -2.83421 -3.88812 -3.27367
H 0.15440 -3.87654 4.02965
H 3.02943 1.70907 4.59430
H 4.41194 -3.48686 4.40806
H -0.18957 6.38658 3.25920
H 1.15077 -2.83997 -0.19858
H -1.86949 5.44318 2.07398
H 1.79310 0.01923 -4.53664
H -1.64148 -0.70898 -4.90315
H 0.85115 -4.72674 -3.24148
H -5.32235 2.91446 1.44922
H -3.43803 -2.40426 -1.36289
H -2.88062 -0.74248 -1.30106
H 2.30385 -3.21198 -3.10520
H 1.47592 7.51366 4.51671
H -1.24946 -4.96746 -0.18434
H 2.38253 -1.78190 -2.05245
H -3.24921 -0.38863 -4.27123
H 3.06730 6.99714 3.95771
H 0.10664 0.36690 -4.16154
H 1.89783 -4.03160 -1.26042
H 2.97751 -1.70678 -3.71482
H 0.84667 -4.56415 0.04161
H -1.69579 -3.25590 -0.07318
H 0.42700 -3.40003 -4.85233
H 2.51675 6.54832 5.56903
H -0.95188 -2.64642 2.27446
H -2.28647 3.78795 2.57200
H 2.08158 0.91549 3.32464
H -3.55204 4.75876 -2.01960
H -3.58400 -2.75173 -4.38387
H 1.44711 -2.16318 -5.58092
*
```

=====

[5]
Molecular formula: C37H50MnN4Si2
Method: DFT, ωB97M-V/def2-TZVPD

Values from the calculation:
Kohn-Sham gap (alpha / beta) = 5.69 / 7.43 eV

Geometry as ORCA input:
```
! RIJCOSX wB97M-V def2-TZVPD def2/J DEFGRID3
* xyz 0 4
Mn -0.14965 -0.42843 -0.58318
Si 1.19085 -3.06392 0.82028
Si -0.90366 0.67495 -3.46284
N 0.73208 -2.07180 -0.56578
N -0.05052 -0.47903 -2.44677
N 0.02836 0.77281 0.88828
N -7.35933 -1.93588 -0.91407
C 3.58020 1.58661 -0.32745
C 0.12749 1.21214 -4.93763
C 0.51184 -2.40394 2.41962
C -4.43580 -0.08057 -0.48429
C 4.30094 1.47783 1.01640
C -1.88488 3.48522 4.64195
C -1.11681 2.25375 -2.48363
C -1.75488 -0.06208 2.27641
C -4.83416 -1.37694 -0.80850
C 1.48718 -3.13750 -4.55066
C -6.23748 -1.69026 -0.86636
C 3.05956 -3.05815 0.98434
C -3.67420 -1.09137 3.49804
C 2.08948 1.39064 2.18419
C -3.08577 0.22317 -0.40903
C 0.52086 -4.80604 0.66390
C 1.05457 -2.47851 -1.87044
C 2.00849 -3.93806 -3.54479
C 2.21409 0.89114 -0.22823
C 2.50559 3.70773 0.38726
C -2.75459 1.19949 4.04110
C 3.38144 3.05860 -0.68415
C 3.18988 3.59576 1.75357
C -2.13536 -0.75921 -0.66588
C -2.53590 -2.04546 -1.01107
C -2.52451 -0.01421 -4.08129
C -2.70505 0.03861 3.27889
C 1.78831 -3.61530 -2.21331
C -3.88656 -2.36115 -1.07171
C -0.86003 0.96738 1.97810
C 3.43365 2.12301 2.09768
C 0.58548 -1.63399 -2.89322
C 1.32069 1.52105 0.85819
C -0.92997 2.11550 2.77648
C -1.86372 2.23613 3.79997
C 1.14729 2.99682 0.43315
C 0.77283 -1.99370 -4.22667
H -2.79343 1.22240 -0.12203
H -0.19233 2.83316 -2.55840
H 2.34162 4.76039 0.14504
H 2.56944 4.06477 2.52500
H 0.38071 -1.37076 -5.01955
H 0.10091 0.53588 -5.79164
H 2.24739 0.32467 2.38701
H 0.95939 -3.00253 3.22037
H 0.85513 -5.34754 -0.21994
H 0.81466 -5.38362 1.54559
H 1.17168 1.38202 -4.66283
H 5.27488 1.97332 0.96169
H -3.18210 -2.05851 3.37895
H -0.99327 3.54886 5.26943
H 4.48532 0.42705 1.26194
H 3.35871 -3.67589 1.83608
H 3.41310 -2.03989 1.17800
H -1.91381 2.84785 -2.94091
H 2.37386 -0.17026 -0.02269
H -0.57288 -4.78122 0.64190
H 0.47796 3.54757 1.08839
H 2.20175 -4.25427 -1.44686
H -0.28603 2.16865 -5.27525
H -1.91209 4.38311 4.02260
H -4.11623 -1.05448 4.49329
H 1.63860 -3.39250 -5.59156
H 2.90334 3.15012 -1.66495
H -2.34660 -0.94879 -4.62226
H -4.48845 -1.04910 2.76946
H -0.25631 2.94161 2.62650
H 3.58230 -3.42412 0.10049
H 1.72559 0.97237 -1.20863
H -3.23014 -0.22423 -3.27380
H 0.75603 -1.35795 2.60934
H 0.68332 3.00700 -0.55527
H -5.18317 0.67614 -0.28393
H 1.51390 1.78655 3.01942
H 4.15978 1.08467 -1.10508
H -4.20869 -3.36123 -1.33169
H -1.79713 -2.80197 -1.24694
H -3.48732 1.29358 4.83536
H -2.99863 0.68543 -4.77544
H -1.71596 -0.97378 1.70007
H 2.58334 -4.82228 -3.78884
H -1.35097 2.15005 -1.42864
H -2.75376 3.50319 5.29879
H 4.14148 4.13602 1.73836
H -0.56825 -2.52866 2.49908
H 4.35001 3.56380 -0.74780
H 3.93498 2.05050 3.06593
*
```